C22H33IN7O3SSiV | ωB97M-V/def2-TZVPD

Structure (XYZ):
```
69
Properties=species:S:1:pos:R:3:lowdin_spin:R:1
V 0.3609 1.2203 0.7358 2.659
N -0.6646 0.1659 2.7616 0.014
C -2.0630 -0.2833 2.7692 0.002
C -2.2952 -1.3664 1.7314 0.001
N -2.1331 -0.9172 0.3534 0.010
C -3.3421 -0.5455 -0.3750 0.001
C -3.4252 0.9578 -0.5788 0.000
N -2.2207 1.3972 -1.2777 0.001
H -0.4940 0.8877 3.4460 0.001
H -0.0674 -0.6118 3.0111 0.002
H -2.3631 -0.6986 3.7322 0.000
H -2.6972 0.5844 2.5705 0.000
H -1.5720 -2.1672 1.9114 0.000
H -3.2893 -1.7887 1.9045 0.000
H -1.6316 -1.6231 -0.1539 0.000
H -3.3303 -1.0143 -1.3656 0.000
H -4.2402 -0.9005 0.1380 0.000
H -4.3573 1.1902 -1.1010 0.000
H -3.4629 1.4562 0.3937 0.000
H -2.1378 0.9463 -2.1808 0.000
H -2.1942 2.3954 -1.4331 0.000
I 2.3614 1.9410 2.3637 0.020
C 2.6690 2.0243 -2.0138 0.007
Si 1.1998 3.1536 -1.8309 0.014
C 1.7598 4.9027 -2.1957 0.003
C 0.0045 2.7372 -3.2221 0.002
N 0.4056 2.8666 -0.3447 0.036
C -0.0363 3.7438 0.6494 0.007
C -1.0534 3.3191 1.5388 0.009
C -1.4624 4.1147 2.6077 0.002
C -0.8982 5.3568 2.8218 -0.002
C 0.1107 5.7903 1.9568 0.001
C 0.5392 5.0076 0.9042 -0.001
H 2.9443 1.9225 -3.0736 0.000
H 2.4681 1.0257 -1.6166 0.004
H 3.5353 2.4203 -1.4702 0.000
H 1.9811 4.9985 -3.2681 0.000
H 2.6681 5.1633 -1.6355 0.000
H 0.9815 5.6349 -1.9439 0.000
H 0.4870 2.8678 -4.2024 0.000
H -0.8781 3.3908 -3.1883 0.000
H -0.3395 1.6943 -3.1591 0.000
H -1.5408 2.3570 1.3656 0.006
H -2.2472 3.7623 3.2690 0.000
H -1.2218 5.9749 3.6504 0.000
H 0.5865 6.7505 2.1294 0.000
H 1.3713 5.3348 0.2973 0.000
O 1.3258 -8.7688 1.5215 0.000
S 2.3845 -7.7877 1.3978 0.000
O 2.5005 -6.8631 2.5046 0.000
O 3.6400 -8.2850 0.8709 0.000
C 1.8050 -6.7457 0.0199 -0.002
N 1.5033 -7.3710 -1.1347 0.011
C 1.1067 -6.5933 -2.1263 0.000
C 0.9906 -5.2142 -2.0104 0.010
C 1.3242 -4.6665 -0.7899 0.002
N 1.7283 -5.4274 0.2187 0.008
C 1.2335 -3.2010 -0.5007 0.052
C 1.6805 -2.6934 0.7189 -0.010
C 1.5369 -1.3480 1.0040 0.056
N 0.9633 -0.4750 0.1329 0.014
C 0.6060 -0.9625 -1.0753 0.059
C 0.7145 -2.2909 -1.4119 -0.007
H 0.8678 -7.0910 -3.0635 0.000
H 0.6592 -4.6118 -2.8478 0.001
H 2.1403 -3.3724 1.4296 -0.001
H 1.9072 -0.9296 1.9295 0.004
H 0.2235 -0.2328 -1.7787 0.005
H 0.3835 -2.6092 -2.3912 -0.002
```

Output
Kohn-Sham gap (spin up / spin down) ... 6.4 / 6.9 eV
HOMO level (spin up / spin down) ... -4.9157 / -5.5975 eV
Multiplicity ... 4
Total charge ... -1
Energy relative to the best compared isomer or geometry (same formula, charge and spin) ... 42.42 kcal/mol
⟨S²⟩ ... 3.77

***

C22H33IrN4O8P2S3 | ωB97M-V/def2-TZVPD

Structure (XYZ):
```
73
Properties=species:S:1:pos:R:3:lowdin_spin:R:1
Ir 0.0928 -0.8787 0.4578 2.761
C 1.5069 -5.7462 0.1200 0.003
C 0.0322 -5.9304 -0.1818 0.001
C -0.3387 -5.5359 -1.5958 0.004
O -0.7951 -5.2327 0.8305 0.010
P -1.0245 -3.7439 1.2267 0.036
S 0.5694 -2.8227 2.1037 0.294
S -1.6108 -2.5185 -0.2693 0.271
O -2.1441 -3.9315 2.2865 0.009
C -2.6039 -2.9631 3.3087 0.001
C -3.7774 -2.1891 2.7501 0.001
C -2.9476 -3.7806 4.5311 0.000
H 2.0857 -6.4539 -0.4767 0.000
H 1.7123 -5.9331 1.1760 0.001
H 1.8114 -4.7298 -0.1460 0.001
H -0.2476 -6.9634 -0.0104 0.000
H 0.0451 -4.5465 -1.8428 0.001
H -1.4203 -5.5468 -1.7344 0.001
H 0.0990 -6.2631 -2.2822 0.000
H -1.7692 -2.2954 3.5239 0.000
H -4.5632 -2.8818 2.4422 0.000
H -3.4888 -1.5770 1.8963 0.001
H -4.1807 -1.5307 3.5213 0.000
H -3.7733 -4.4574 4.3038 0.000
H -3.2511 -3.1169 5.3427 0.000
H -2.0922 -4.3727 4.8598 0.000
O -3.6650 1.0953 1.2340 0.039
C -2.7951 0.6503 0.5256 0.018
O -1.6333 0.2198 1.0154 0.231
C -3.0169 0.5544 -0.9600 0.005
C -4.3097 0.3956 -1.4515 0.001
C -4.5266 0.1358 -2.8002 0.002
C -3.4564 0.0170 -3.6706 0.001
C -2.1849 0.2094 -3.1608 0.002
C -1.9546 0.5074 -1.8303 0.013
N -1.0231 0.0186 -4.0091 0.000
O -1.1381 -0.3896 -5.1314 0.000
O 0.0793 0.2227 -3.4650 0.000
H -5.1412 0.4747 -0.7615 0.000
H -5.5352 -0.0001 -3.1700 0.000
H -3.5925 -0.2238 -4.7163 0.000
H -0.9494 0.6912 -1.4887 0.010
N 3.6623 -2.5495 1.1537 0.001
C 3.9796 -2.2655 -0.2803 0.002
P 2.5709 -1.4619 -1.1547 0.015
O 2.2104 -0.1027 -0.5750 0.083
O 1.4204 -2.4112 -1.1478 0.068
C 3.3609 -1.1305 -2.8010 0.002
N 2.8503 0.1488 -3.4037 0.001
H 3.6414 -1.6926 1.7122 0.000
H 4.3358 -3.1888 1.5706 0.000
H 2.7213 -2.9722 1.2484 0.003
H 4.1578 -3.2225 -0.7727 0.000
H 4.8860 -1.6640 -0.3447 0.000
H 3.1775 -1.9533 -3.4892 0.001
H 4.4335 -1.0187 -2.6495 0.000
H 3.4128 0.4597 -4.1924 0.000
H 2.8277 0.8779 -2.6870 0.000
H 1.8630 0.0761 -3.7052 0.000
S 0.2571 1.0173 4.7849 0.004
C -0.2328 0.5183 3.2378 0.002
N 0.7185 0.3099 2.3635 0.084
C 1.9721 0.6132 2.9212 0.010
C 3.2131 0.6391 2.2722 0.001
C 4.3448 0.9706 2.9976 0.000
C 4.2679 1.2893 4.3589 0.001
C 3.0462 1.3232 4.9961 0.001
C 1.9062 0.9883 4.2660 0.004
H -1.2801 0.3791 2.9973 0.000
H 3.2422 0.5496 1.1915 0.000
H 5.3059 1.0208 2.4974 0.000
H 5.1659 1.5537 4.9039 0.000
H 2.9710 1.6231 6.0353 0.000
```

Output
Kohn-Sham gap (spin up / spin down) ... 7.4 / 6.4 eV
HOMO level (spin up / spin down) ... -12.9793 / -14.0154 eV
Multiplicity ... 5
Total charge ... +2
Energy relative to the best compared isomer or geometry (same formula, charge and spin) ... 5.02 kcal/mol
⟨S²⟩ ... 6.01